# 1
26
Properties=species:S:1:pos:R:3:nbo_charge:R:1 method="wB97M-V/def2-TZVPD" max_force_ev_per_a=2.4 molar_mass_g_mol=842.5 homo_lumo_gap_ev=4.80 total_charge=-2 energy_ha=-6820.2612
Pt 0.878 0.932 -0.774 0.6438
Se 2.003 2.914 0.642 -0.5194
Te 0.204 4.341 -0.415 -0.0537
Te -0.306 2.590 -2.453 0.2114
Se -2.745 2.684 -2.441 -0.8500
S 0.559 -1.381 -1.939 -0.1503
C 2.071 -0.863 -1.215 -0.3693
S 2.833 -1.745 0.006 -0.3840
C 2.716 0.275 -1.848 -0.5125
C 4.011 0.691 -1.507 0.3463
N 5.085 1.061 -1.308 -0.3605
C 2.209 0.797 -3.047 0.3124
N 1.843 1.264 -4.045 -0.4128
N -2.675 -2.590 2.539 -0.8009
C -1.989 -1.576 1.878 0.2146
C -2.647 -0.682 1.032 -0.3321
C -1.941 0.353 0.458 0.0905
N -0.658 0.595 0.732 -0.5066
C -0.025 -0.249 1.561 0.0887
C -0.636 -1.348 2.121 -0.3134
H -3.520 -2.884 2.071 0.3721
H -2.085 -3.357 2.829 0.3750
H -3.697 -0.800 0.809 0.2060
H -2.437 1.020 -0.238 0.2562
H 1.011 -0.026 1.804 0.2371
H -0.062 -2.016 2.747 0.2115

---

# 2
78
Properties=species:S:1:pos:R:3:mulliken_charge:R:1 method="wB97M-V/def2-TZVPD" max_force_ev_per_a=0.2 molar_mass_g_mol=869.4 homo_lumo_gap_ev=7.05 total_charge=-1 energy_ha=-7558.4503
Ag 1.300 0.036 -0.262 0.3576
C -0.883 -2.820 -1.205 -1.5496
N -1.627 -1.539 -1.293 0.3778
P -3.005 -1.223 -0.331 -0.1548
C -3.894 -2.814 -0.595 0.2599
C -4.460 -3.012 -1.855 -0.2496
C -5.151 -4.174 -2.152 -0.6679
C -5.305 -5.157 -1.181 -0.4065
C -4.759 -4.967 0.078 -0.6415
C -4.055 -3.803 0.369 -0.1718
C -2.448 -1.387 1.410 0.4619
C -1.127 -1.608 1.783 -0.3906
C -0.770 -1.582 3.128 -0.7162
C -1.722 -1.353 4.106 -0.4057
C -3.047 -1.131 3.740 -0.6281
C -3.400 -1.132 2.403 -0.1826
P -0.587 -0.242 -1.732 0.5759
C -0.158 -0.677 -3.457 0.6482
C 1.026 -0.169 -3.979 -0.6743
C 1.370 -0.422 -5.301 -0.5311
C 0.543 -1.197 -6.098 -0.5053
C -0.633 -1.724 -5.576 -0.8374
C -0.982 -1.463 -4.261 -0.1554
C -1.696 1.170 -2.005 0.3701
C -2.768 1.137 -2.898 0.1380
C -3.557 2.255 -3.089 -0.7967
C -3.276 3.427 -2.389 -0.3870
C -2.214 3.467 -1.502 -0.6810
C -1.426 2.338 -1.305 -0.1062
H -1.380 -3.485 -0.502 0.4555
H 0.144 -2.662 -0.847 0.6073
H -0.867 -3.302 -2.185 0.2513
H -4.351 -2.240 -2.609 0.3189
H -5.576 -4.313 -3.139 0.3909
H -5.849 -6.065 -1.407 0.3529
H -4.871 -5.730 0.839 0.3824
H -3.616 -3.669 1.350 0.3039
H -0.328 -1.800 1.071 0.3861
H 0.271 -1.731 3.385 0.3962
H -1.435 -1.327 5.151 0.3795
H -3.797 -0.936 4.498 0.3721
H -4.429 -0.925 2.119 0.3646
H 1.678 0.419 -3.342 0.3796
H 2.292 -0.019 -5.701 0.4089
H 0.817 -1.402 -7.126 0.3456
H -1.273 -2.341 -6.195 0.4107
H -1.892 -1.875 -3.839 0.2931
H -2.988 0.224 -3.442 0.2457
H -4.387 2.218 -3.783 0.3900
H -3.892 4.305 -2.538 0.3607
H -1.995 4.372 -0.949 0.4286
H -0.604 2.361 -0.595 0.1402
Se 3.390 1.762 -0.679 -0.5338
P 2.963 2.123 1.404 0.7349
Se 0.892 1.936 1.972 -0.6279
C 3.645 3.758 1.851 0.0124
C 2.884 4.696 2.532 -0.2631
C 3.428 5.933 2.857 -0.6067
C 4.735 6.232 2.504 -0.3825
C 5.500 5.294 1.821 -0.6580
C 4.957 4.063 1.491 -0.2229
C 3.909 0.957 2.441 0.8896
C 4.571 1.385 3.586 -0.3180
C 5.214 0.465 4.404 -0.6363
C 5.183 -0.885 4.090 -0.3471
C 4.500 -1.316 2.960 -0.8712
C 3.866 -0.403 2.133 -0.4348
H 1.864 4.448 2.801 0.2910
H 2.826 6.662 3.386 0.3842
H 5.159 7.197 2.756 0.3553
H 6.520 5.525 1.539 0.3730
H 5.542 3.335 0.942 0.3435
H 4.589 2.435 3.848 0.3134
H 5.736 0.808 5.290 0.3730
H 5.679 -1.603 4.732 0.3573
H 4.442 -2.370 2.719 0.4324
H 3.305 -0.767 1.278 0.1329
F 1.738 -1.982 0.576 -0.8053

---

# 3
74
Properties=species:S:1:pos:R:3:mulliken_charge:R:1 method="wB97M-V/def2-TZVPD" max_force_ev_per_a=9.5 molar_mass_g_mol=605.5 homo_lumo_gap_ev=6.58 total_charge=-1 energy_ha=-2415.5632
O -0.158 0.983 -0.271 0.3746
H -0.614 0.163 -0.474 0.3775
H 0.652 0.785 0.205 0.4714
H 0.050 1.504 -1.050 0.6411
C -2.527 -1.965 -0.024 0.5904
O -1.609 -2.931 0.370 -0.2415
O -1.856 -1.107 -0.968 -1.1994
C -3.837 -2.738 -0.399 0.7050
F -4.663 -2.826 0.642 -0.3042
F -4.415 -1.975 -1.347 -0.2578
F -3.780 -3.950 -0.934 -0.2917
C -0.951 -2.918 1.706 0.1828
C -0.740 -4.404 2.097 -1.4605
H -0.620 -4.480 3.178 0.4192
H -1.665 -4.944 1.897 0.2519
H 0.172 -4.760 1.617 0.4023
H -1.541 -2.440 2.488 0.3709
H 0.031 -2.460 1.584 0.0960
H -2.743 -1.328 0.834 -0.5100
C 3.632 -0.028 0.506 -0.4051
O 3.700 -0.893 1.615 -0.2863
O 2.214 0.295 0.598 -0.8800
C 4.810 0.966 0.375 0.6498
F 5.802 0.267 -0.165 -0.2976
F 4.638 2.022 -0.397 -0.2663
F 5.395 1.531 1.466 -0.3224
C 4.660 -1.933 1.807 -0.2079
C 4.177 -2.884 2.846 -1.1612
H 4.003 -3.855 2.381 0.2876
H 4.898 -3.165 3.613 0.3210
H 3.226 -2.575 3.280 0.2545
H 5.639 -1.466 1.914 0.4162
H 4.724 -2.494 0.874 0.2532
H 3.764 -0.753 -0.297 0.3740
C 1.646 -3.473 -0.822 0.5134
O 2.872 -3.722 -0.805 -0.8023
N 0.760 -4.369 -0.669 -0.2022
N 1.127 -2.314 -0.619 0.1959
H -0.210 -4.109 -0.558 0.1932
H 0.960 -5.189 -1.224 0.2258
H 0.140 -2.099 -0.616 -0.2008
H 1.681 -1.488 -0.443 0.0995
C -1.179 0.806 3.478 0.5409
O -0.433 0.225 2.695 -0.4155
N -2.379 0.519 3.708 -0.3090
N -0.890 1.737 4.416 -0.4639
H -2.911 -0.008 3.030 0.1768
H -2.882 0.666 4.571 0.1543
H -1.614 2.003 5.068 0.1005
H 0.080 1.993 4.533 0.2325
C 1.389 2.750 -3.111 0.6282
O 0.947 2.261 -2.070 -0.9090
N 1.254 2.247 -4.323 -0.4516
N 2.062 3.871 -3.093 -0.4005
H 1.436 2.637 -5.237 0.1726
H 0.852 1.322 -4.289 0.2429
H 2.153 4.468 -2.283 0.2429
H 2.594 4.002 -3.942 0.1432
C -1.935 4.621 -0.692 0.5220
O -1.949 3.706 0.116 -0.6426
N -1.122 4.594 -1.693 -0.1696
N -2.649 5.659 -0.646 -0.4550
H -1.308 5.329 -2.361 0.1160
H -0.185 4.248 -1.539 0.0738
H -2.571 6.303 -1.421 0.1296
H -3.503 5.688 -0.109 0.2690
C -3.838 1.920 -2.768 0.7135
O -4.441 2.903 -3.096 -0.7386
N -3.149 1.908 -1.660 -0.0879
N -3.876 0.703 -3.333 -0.3562
H -2.791 1.038 -1.292 0.1105
H -2.807 2.825 -1.410 0.0572
H -3.230 0.000 -3.002 0.2007
H -4.568 0.569 -4.057 0.2025

---

# 4
64
Properties=species:S:1:pos:R:3:lowdin_spin:R:1 method="wB97M-V/def2-TZVPD" max_force_ev_per_a=0.8 molar_mass_g_mol=632.6 s_squared=3.760 homo_lumo_gap_ev="7.12 / 8.27" total_charge=-1 spin_multiplicity=4 energy_ha=-3610.0343
V -2.424 -0.627 0.220 2.7431
O 0.649 0.658 0.391 0.0054
C 0.315 1.924 0.953 0.0016
C -1.213 2.006 1.254 0.0076
O -1.699 3.076 1.567 0.0040
O -1.787 0.859 1.294 0.0360
C 0.809 2.962 -0.046 0.0006
C -0.032 3.786 -0.784 0.0000
C 0.493 4.628 -1.757 0.0000
C 1.857 4.656 -2.006 0.0000
C 2.702 3.834 -1.271 0.0000
C 2.178 2.998 -0.298 0.0001
C 0.983 2.095 2.321 0.0002
C 1.213 3.364 2.845 0.0000
C 1.780 3.517 4.100 0.0001
C 2.119 2.402 4.855 0.0000
C 1.876 1.135 4.345 0.0001
C 1.309 0.981 3.088 0.0001
H 0.084 -0.012 0.826 0.0012
H -1.095 3.764 -0.605 0.0000
H -0.175 5.262 -2.327 0.0000
H 2.261 5.314 -2.766 0.0000
H 3.769 3.844 -1.456 0.0000
H 2.834 2.349 0.271 0.0000
H 0.936 4.234 2.262 0.0000
H 1.955 4.511 4.492 0.0000
H 2.564 2.521 5.835 0.0000
H 2.125 0.257 4.930 0.0000
H 1.115 -0.014 2.707 0.0002
F -5.504 -3.136 -2.100 0.0002
C -5.559 -2.036 -1.343 0.0014
F -5.416 -2.399 -0.065 0.0078
F -6.768 -1.487 -1.493 0.0003
S -4.228 -0.830 -1.805 0.0115
O -4.486 -0.523 -3.175 0.0013
O -3.010 -1.611 -1.524 0.0186
O -4.344 0.204 -0.798 0.0272
O -1.810 0.922 -1.836 0.0183
S -0.533 0.837 -2.615 0.0045
C 0.092 -0.881 -2.485 0.0040
C -0.508 -1.682 -3.630 0.0002
C -0.468 -0.751 -4.837 0.0003
C -1.078 0.558 -4.353 0.0010
H -0.185 -1.225 -1.489 0.0027
H 1.181 -0.827 -2.541 0.0002
H -1.541 -1.940 -3.391 0.0000
H 0.043 -2.609 -3.800 0.0000
H -1.015 -1.146 -5.695 0.0001
H 0.569 -0.595 -5.149 0.0000
H -2.163 0.476 -4.250 0.0001
H -0.831 1.428 -4.960 0.0000
C -1.007 -1.980 0.919 -0.0003
C -0.176 -2.773 1.336 0.0606
C 0.805 -3.700 1.808 0.0096
C 2.129 -3.292 2.022 0.0103
C 3.081 -4.187 2.481 -0.0007
C 2.738 -5.508 2.738 0.0094
C 1.430 -5.925 2.530 -0.0007
C 0.474 -5.035 2.070 0.0103
H 2.396 -2.263 1.818 0.0006
H 4.098 -3.851 2.639 -0.0003
H 3.484 -6.207 3.098 0.0007
H 1.153 -6.954 2.727 -0.0003
H -0.546 -5.358 1.907 0.0006

---

# 5
49
Properties=species:S:1:pos:R:3:lowdin_spin:R:1 method="wB97M-V/def2-TZVPD" max_force_ev_per_a=4.4 molar_mass_g_mol=594.2 s_squared=0.778 homo_lumo_gap_ev="6.26 / 5.73" total_charge=+1 spin_multiplicity=2 energy_ha=-3581.1172
Ru -0.526 -1.030 -0.418 0.6183
C -0.838 1.976 -2.238 0.0018
C -1.640 2.213 -0.986 -0.0012
S -0.768 1.469 0.416 -0.0173
C -2.125 1.227 1.597 -0.0003
C -1.766 0.132 2.570 -0.0006
S -1.707 -1.538 1.883 0.0235
C -3.462 -1.874 1.477 -0.0002
C -3.703 -2.171 0.008 -0.0003
S -3.248 -0.690 -0.919 -0.0061
C -3.068 -1.213 -2.637 0.0015
C -2.306 -0.147 -3.399 -0.0006
S -0.644 0.246 -2.720 0.0236
H 0.186 2.335 -2.120 0.0000
H -1.283 2.503 -3.083 0.0007
H -2.634 1.777 -1.040 -0.0001
H -1.730 3.284 -0.798 -0.0006
H -3.027 1.002 1.032 -0.0001
H -2.267 2.162 2.139 -0.0004
H -2.464 0.122 3.407 0.0001
H -0.760 0.278 2.968 0.0002
H -4.049 -1.022 1.821 -0.0002
H -3.740 -2.747 2.065 0.0004
H -4.754 -2.395 -0.163 -0.0002
H -3.085 -2.995 -0.334 0.0000
H -4.058 -1.350 -3.070 -0.0001
H -2.535 -2.158 -2.666 0.0001
H -2.853 0.794 -3.459 -0.0002
H -2.127 -0.515 -4.408 0.0002
O -1.153 -3.634 -3.099 0.0012
Cl -0.230 -3.574 -2.003 -0.0008
O 0.544 -4.749 -1.877 0.0050
O -1.007 -3.298 -0.747 0.0156
O 0.608 -2.388 -2.137 0.0146
O 6.317 3.457 2.696 0.0003
C 6.447 2.290 2.039 0.0026
O 7.530 1.873 1.753 0.0051
C 5.189 1.534 1.684 0.0203
C 5.366 0.265 1.140 -0.0033
C 4.281 -0.503 0.766 0.0228
C 2.989 0.002 0.937 0.0272
S 1.669 -1.027 0.459 0.2275
C 2.805 1.276 1.482 0.0214
C 3.902 2.033 1.851 -0.0026
H 5.403 3.671 2.903 0.0000
H 6.377 -0.098 1.013 -0.0005
H 4.415 -1.490 0.341 0.0012
H 1.803 1.664 1.612 0.0011
H 3.722 3.021 2.262 -0.0006

---

# 6
8
Properties=species:S:1:pos:R:3:lowdin_spin:R:1 method="wB97M-V/def2-TZVPD" max_force_ev_per_a=3.3 molar_mass_g_mol=244.6 s_squared=0.805 homo_lumo_gap_ev="7.38 / 6.56" total_charge=-1 spin_multiplicity=2 energy_ha=-307.1471
C -0.119 -0.934 0.236 0.4425
C -0.262 0.444 -0.082 0.0758
O 0.423 0.986 -1.079 -0.0339
Hg 2.724 0.291 -0.596 0.0355
H -0.371 -1.223 1.264 0.0197
H -0.284 -1.648 -0.583 0.0212
H -0.136 1.065 0.843 0.0159
H -1.975 1.019 -0.003 0.4233

---

# 7
15
Properties=species:S:1:pos:R:3:nbo_charge:R:1 method="wB97M-V/def2-TZVPD" smiles="CC(C)=C(C)Br" max_force_ev_per_a=5.9 molar_mass_g_mol=149.0 homo_lumo_gap_ev=9.22 total_charge=0 energy_ha=-2769.8087
C 0.930 -0.843 -1.078 -0.5739
C -0.361 -0.054 -0.020 0.0125
C -1.658 -0.533 -0.570 -0.6549
C -0.501 0.752 1.156 -0.1064
C 0.627 1.012 2.020 -0.6862
Br -2.206 1.089 2.018 0.0191
H 1.553 -1.515 -0.363 0.2265
H 1.437 0.045 -1.393 0.2200
H 0.347 -1.319 -1.815 0.2124
H -1.876 0.171 -1.540 0.2023
H -2.526 -0.371 -0.008 0.2262
H -1.519 -1.545 -0.840 0.2071
H 1.117 0.021 2.111 0.2279
H 0.494 1.610 3.007 0.2397
H 1.301 1.625 1.431 0.2278

---

# 8
74
Properties=species:S:1:pos:R:3:lowdin_spin:R:1 method="wB97M-V/def2-TZVPD" max_force_ev_per_a=8.8 molar_mass_g_mol=479.6 s_squared=3.827 homo_lumo_gap_ev="7.93 / 6.87" total_charge=+2 spin_multiplicity=4 energy_ha=-2814.7158
Cr -0.442 -0.229 0.189 2.3505
P -1.457 1.342 -1.252 -0.0095
P 1.387 -1.616 0.952 -0.0115
N -0.454 -1.515 -1.352 0.3263
C -1.798 0.197 -2.640 0.0099
H -2.883 0.057 -2.719 -0.0006
H -1.490 0.680 -3.585 0.0019
C -1.194 -1.219 -2.533 0.0414
H -2.016 -1.952 -2.519 0.0188
H -0.590 -1.379 -3.456 0.0063
C 0.628 -2.441 -1.563 0.0373
H 1.547 -2.023 -2.009 0.0164
H 0.274 -3.197 -2.260 0.0049
C 0.955 -3.050 -0.191 0.0095
H 1.708 -3.859 -0.212 0.0006
H -0.010 -3.446 0.179 -0.0001
C 1.305 -2.481 2.564 0.0048
C -0.076 -2.329 3.206 0.0038
H -0.897 -2.638 2.548 0.0009
H -0.257 -1.289 3.520 0.0007
H -0.112 -2.969 4.100 0.0002
C 3.156 -1.327 0.506 -0.0081
C 3.786 -0.166 1.294 0.0000
H 4.543 0.328 0.664 0.0001
H 4.292 -0.537 2.196 0.0000
H 3.063 0.607 1.593 -0.0002
C -0.645 2.791 -2.058 -0.0066
C -0.587 4.022 -1.147 0.0000
H 0.073 4.773 -1.606 0.0001
H -0.191 3.800 -0.145 -0.0001
H -1.580 4.481 -1.044 0.0000
C -3.133 1.840 -0.657 0.0101
C -3.075 2.716 0.599 0.0005
H -4.099 2.848 0.981 0.0000
H -2.672 3.714 0.390 0.0000
H -2.463 2.273 1.396 0.0006
C -1.905 -0.964 0.854 0.0653
O -2.894 -1.590 1.011 0.0989
C 3.985 -2.625 0.595 -0.0032
H 3.444 -3.484 1.015 -0.0003
H 4.331 -2.922 -0.404 -0.0002
H 4.880 -2.459 1.206 -0.0004
C -1.231 3.139 -3.450 -0.0031
H -1.198 4.225 -3.611 -0.0006
H -0.633 2.688 -4.253 -0.0001
H -2.273 2.817 -3.586 -0.0001
C -4.009 2.485 -1.738 0.0022
H -5.008 2.665 -1.317 0.0006
H -3.616 3.454 -2.074 0.0000
H -4.137 1.837 -2.613 0.0001
C 2.410 -2.036 3.516 0.0006
H 2.412 -0.944 3.644 0.0001
H 2.227 -2.493 4.498 0.0003
H 3.402 -2.353 3.174 0.0000
H 1.448 -3.544 2.306 0.0002
H -3.584 0.871 -0.377 0.0004
H 3.102 -1.013 -0.550 0.0003
H 0.385 2.430 -2.203 -0.0005
H 1.698 0.987 -1.697 -0.0005
H 1.526 0.455 -2.338 0.0001
C 1.024 3.959 4.831 0.0014
C 0.707 3.016 3.697 0.0079
C -0.321 2.096 3.809 -0.0002
C -0.592 1.215 2.771 0.0152
N 0.131 1.235 1.635 -0.0008
C 1.123 2.143 1.482 0.0050
C 1.434 3.033 2.513 -0.0009
H 0.298 3.820 5.642 0.0000
H 2.028 3.784 5.250 0.0005
H 0.977 5.012 4.514 0.0004
H -0.914 2.050 4.714 -0.0003
H -1.394 0.484 2.822 0.0027
H 1.659 2.141 0.539 0.0002
H 2.245 3.738 2.398 -0.0003

---

Going through the records in order, we get ΔE to the lowest compared entry with this formula, charge and spin values of 203.6; 7.4; 574.9; 74.0; 0.0; 0.0; 189.2; 61.0 kJ/mol.